ORCA calculation (the ωB97M-V functional and the def2-TZVPD basis) on an isolated ion of composition C4H13N3 and charge +1.

For the largest force on an atom, the calculation gives 1.20 eV/A. The charge is +1. As for the spin multiplicity: 2. The expectation value of S² is 0.75. The frontier orbital gap (alpha / beta) comes out at 4.03 / 8.32 eV.

```
20
Properties=species:S:1:pos:R:3:nbo_charge:R:1
C -0.178 1.071 1.551 -0.200
C -0.842 0.212 0.483 -0.463
C -0.194 0.377 -0.900 -0.220
N 0.427 -2.397 -1.454 -0.856
C 1.419 -1.417 -1.485 0.046
N 1.118 -0.148 -1.000 -0.648
N -1.228 1.964 2.248 -0.672
H 0.323 0.525 2.331 0.238
H 0.466 1.806 1.092 0.217
H -0.786 -0.828 0.804 0.243
H -1.920 0.406 0.398 0.210
H -0.227 1.436 -1.157 0.195
H -0.865 -0.036 -1.666 0.214
H 0.615 -3.292 -1.864 0.402
H -0.551 -2.267 -1.276 0.378
H 2.419 -1.796 -1.464 0.188
H 1.861 0.523 -0.955 0.400
H -2.036 1.422 2.553 0.443
H -1.522 2.678 1.581 0.440
H -0.821 2.455 3.046 0.444
```



ORCA calculation (the ωB97M-V functional and the def2-TZVPD basis) on C4H7NO as an isolated structure.

For the largest force on an atom, the calculation gives 0.46 eV/A. The frontier orbital gap comes out at 9.17 eV.

```
13
Properties=species:S:1:pos:R:3:nbo_charge:R:1
O 2.246 1.320 -0.134 -0.568
C 1.844 0.221 -0.445 0.535
N 0.524 -0.073 -0.700 -0.557
C -0.565 0.814 -0.248 -0.211
C -1.428 -0.240 0.459 -0.497
C -0.372 -1.355 0.430 -0.244
H 2.502 -0.658 -0.565 0.123
H -0.140 1.550 0.441 0.223
H -1.033 1.344 -1.083 0.204
H -1.744 0.067 1.460 0.215
H -2.317 -0.519 -0.116 0.206
H 0.194 -1.163 -0.806 0.411
H 0.289 -1.310 1.307 0.159
```



ORCA calculation (the ωB97M-V functional and the def2-TZVPD basis) on a 2-piece molecular cluster, C4H11NS overall.

For the largest force on an atom, the calculation gives 1.24 eV/A. The frontier orbital gap comes out at 9.10 eV.

```
17
Properties=species:S:1:pos:R:3:nbo_charge:R:1
C 2.530 -1.191 0.972 -0.522
C 2.511 -1.349 -0.362 0.018
N 1.761 -0.653 -1.285 -0.844
H 3.014 -1.908 1.610 0.208
H 1.873 -0.462 1.425 0.186
H 3.037 -2.192 -0.794 0.180
H 1.563 0.317 -1.297 0.392
H 1.549 -1.182 -2.108 0.385
C -1.831 0.141 1.810 -0.619
C -0.944 0.715 0.726 -0.494
S -1.850 1.069 -0.853 -0.073
H -2.715 0.763 1.959 0.211
H -2.172 -0.868 1.575 0.213
H -1.277 0.073 2.744 0.220
H -0.502 1.649 1.066 0.207
H -0.185 -0.012 0.454 0.220
H -0.814 1.508 -1.579 0.112
```



ORCA calculation (the ωB97M-V functional and the def2-TZVPD basis) on C36H33N3OSbSiTc as an isolated structure.

For the largest force on an atom, the calculation gives 6.24 eV/A. The charge is +3. As for the spin multiplicity: 2. The expectation value of S² is 0.82. The frontier orbital gap (alpha / beta) comes out at 4.11 / 2.85 eV.

```
76
Properties=species:S:1:pos:R:3:mulliken_spin:R:1
Tc -1.452 0.237 -0.750 0.688
C 1.119 1.455 -2.731 -0.009
C -0.235 2.015 -3.024 0.008
C -0.418 3.092 -3.885 0.004
C -1.684 3.607 -4.093 0.005
C -2.771 3.008 -3.457 -0.007
C -2.542 1.920 -2.641 0.008
N -1.300 1.454 -2.424 0.001
Sb -4.397 0.972 -1.829 -0.001
C -3.909 1.044 0.338 0.002
C -4.915 1.604 1.096 -0.004
C -4.768 1.639 2.482 0.000
C -3.620 1.119 3.041 0.000
C -2.625 0.577 2.230 0.006
C -1.370 0.039 2.824 -0.020
N -2.793 0.538 0.896 0.002
C -3.616 -1.053 -2.082 -0.015
C -4.460 -1.977 -2.662 -0.001
C -3.976 -3.253 -2.930 -0.004
C -2.651 -3.522 -2.652 0.000
C -1.834 -2.552 -2.076 0.002
C -0.386 -2.840 -1.853 0.002
N -2.340 -1.340 -1.761 0.015
H 1.837 1.779 -3.480 0.000
H 1.079 0.366 -2.713 -0.005
H 1.467 1.795 -1.751 0.001
H 0.442 3.523 -4.377 0.000
H -1.836 4.459 -4.742 0.000
H -3.776 3.378 -3.606 0.000
H -5.806 1.997 0.625 0.000
H -5.546 2.063 3.104 0.000
H -3.476 1.126 4.112 0.000
H -1.510 -0.181 3.880 0.000
H -0.565 0.772 2.737 0.001
H -1.056 -0.866 2.313 0.006
H -5.480 -1.707 -2.900 0.001
H -4.616 -4.006 -3.370 0.000
H -2.226 -4.488 -2.886 0.000
H -0.136 -3.830 -2.225 0.000
H -0.123 -2.784 -0.800 -0.002
H 0.217 -2.102 -2.384 0.002
O 0.318 -0.430 -0.189 0.203
Si 1.648 -0.347 0.725 -0.010
C 1.640 -1.684 2.069 0.027
C 0.729 -2.741 1.996 -0.003
C 0.679 -3.690 3.004 0.001
C 1.569 -3.620 4.071 0.019
C 2.491 -2.586 4.144 -0.003
C 2.536 -1.629 3.140 0.002
C 1.610 1.427 1.404 0.013
C 2.579 1.925 2.276 0.004
C 2.523 3.238 2.728 0.003
C 1.499 4.075 2.315 -0.002
C 0.520 3.598 1.452 0.005
C 0.584 2.288 1.007 -0.038
C 3.280 -0.698 -0.212 0.059
C 3.270 -1.153 -1.547 -0.002
C 4.451 -1.277 -2.235 0.002
C 5.679 -1.025 -1.581 0.028
C 5.706 -0.614 -0.243 0.000
C 4.524 -0.489 0.445 0.001
H 0.037 -2.816 1.166 -0.004
H -0.051 -4.487 2.952 0.000
H 1.552 -4.382 4.838 0.000
H 3.183 -2.524 4.973 0.000
H 3.262 -0.830 3.228 0.000
H 3.384 1.293 2.630 0.000
H 3.283 3.605 3.405 0.001
H 1.455 5.097 2.666 0.000
H -0.284 4.248 1.130 -0.001
H -0.199 1.924 0.330 0.003
H 2.337 -1.377 -2.046 0.002
H 4.435 -1.580 -3.274 0.000
H 6.611 -1.188 -2.108 0.000
H 6.645 -0.424 0.259 0.001
H 4.570 -0.207 1.489 0.000
```



Question: largest force on an atom of number 4 (C36H33N3OSbSiTc)?
Answer: 6.24 eV/A



Question: The highest largest force on an atom belongs to which entry?
Answer: C36H33N3OSbSiTc



Question: Which value of largest force on an atom does entry 2 give?
Answer: 0.46 eV/A